# C9H29N2O6

A 6-piece molecular cluster, C9H29N2O6 overall in a non-equilibrium geometry (the ωB97M-V functional and the def2-TZVPD basis, OMol25).

XYZ file:
```
46
Properties=species:S:1:pos:R:3:lowdin_charge:R:1
O -0.23 1.48 0.52 -0.35
H -0.27 0.65 0.00 -0.05
C 2.40 3.02 -1.42 -0.84
O 3.43 3.34 -1.90 0.03
N 1.71 1.94 -1.68 0.18
N 1.73 3.79 -0.61 0.16
H 2.05 1.26 -2.35 0.11
H 0.96 1.75 -1.04 0.05
H 2.00 4.74 -0.40 0.11
H 0.90 3.43 -0.18 0.08
C -3.30 -0.01 -2.70 -0.09
C -2.07 0.90 -2.38 -0.34
O -2.32 1.71 -1.27 -0.08
H -3.67 -0.47 -1.78 0.05
H -3.06 -0.72 -3.49 0.06
H -4.16 0.65 -2.81 0.06
H -1.81 1.37 -3.33 0.10
H -1.23 0.25 -2.12 0.08
H -1.58 1.59 -0.66 0.00
C 3.84 -0.65 2.30 -0.09
C 2.85 0.09 1.42 -0.29
O 1.47 0.01 1.92 -0.13
H 3.58 -0.47 3.34 0.07
H 4.82 -0.20 2.14 0.07
H 3.85 -1.73 2.10 0.06
H 2.94 -0.16 0.36 0.08
H 2.88 1.18 1.39 0.11
H 0.95 0.61 1.40 -0.02
C -3.30 -1.33 2.76 -0.09
C -2.44 -0.60 1.70 -0.36
O -1.63 0.34 2.32 -0.08
H -3.85 -0.61 3.37 0.06
H -2.58 -1.90 3.35 0.06
H -4.03 -2.09 2.48 0.05
H -3.13 -0.21 0.96 0.09
H -1.83 -1.31 1.15 0.09
H -0.95 0.76 1.79 -0.02
C 0.45 -3.38 -0.75 -0.07
C 0.31 -1.84 -0.55 -0.31
O 1.24 -1.24 -1.44 -0.10
H 0.26 -3.72 -1.76 0.07
H -0.45 -3.77 -0.28 0.06
H 1.34 -3.80 -0.27 0.07
H 0.51 -1.59 0.49 0.09
H -0.65 -1.40 -0.81 0.09
H 2.08 -1.67 -1.29 0.07
```

Summary:
Max |F| = 5.0 eV/Å
LUMO level = 2.948 eV
HOMO = -0.2131 Ha
ΔE to the lowest compared entry with this formula, charge and spin = 37.2 kcal/mol
Charge = -1

***

# C9H30BGdN3P2

C9H30BGdN3P2 as an isolated structure in a non-equilibrium geometry (the ωB97M-V functional and the def2-TZVPD basis, OMol25).

XYZ file:
```
46
Properties=species:S:1:pos:R:3:lowdin_charge:R:1
Gd -1.06 0.21 -0.30 0.92
H 1.84 -2.58 -1.26 0.00
H 1.71 -0.74 0.13 0.04
P 0.39 1.28 -2.44 0.67
P -1.45 -1.95 1.43 0.68
C -2.91 -2.80 0.73 -0.25
H -3.32 -3.55 1.43 0.07
H -3.70 -2.07 0.49 0.05
H -2.63 -3.31 -0.20 0.06
C -0.29 -3.27 1.86 -0.25
H 0.57 -2.86 2.42 0.05
H -0.76 -4.05 2.48 0.07
H 0.10 -3.74 0.94 0.06
C -2.06 -1.28 3.02 -0.26
H -2.83 -0.52 2.84 0.05
H -2.49 -2.07 3.66 0.07
H -1.23 -0.80 3.55 0.05
C 1.32 0.31 -3.66 -0.25
H 1.58 0.91 -4.55 0.07
H 2.24 -0.08 -3.21 0.05
H 0.71 -0.54 -3.98 0.06
C -1.03 1.97 -3.39 -0.27
H -1.62 2.65 -2.75 0.05
H -0.68 2.53 -4.26 0.07
H -1.69 1.16 -3.72 0.05
C 1.40 2.76 -2.09 -0.27
H 2.33 2.46 -1.58 0.04
H 1.65 3.31 -3.00 0.07
H 0.85 3.43 -1.41 0.05
H 3.30 -0.35 0.04 0.12
H 2.75 -1.33 1.25 0.12
H 3.15 -3.35 0.03 0.02
H 3.78 -2.15 -1.47 0.02
B 2.90 -2.42 -0.69 -0.36
N 2.68 -1.13 0.25 0.08
H -0.03 -1.28 -0.98 0.04
H -2.74 0.23 -1.02 -0.08
N 0.78 2.36 1.72 0.03
C 0.41 3.33 2.58 -0.02
C -0.98 3.29 2.67 -0.02
C -1.41 2.27 1.83 -0.13
N -0.32 1.68 1.21 -0.21
H 1.72 2.16 1.39 0.17
H 1.10 4.00 3.08 0.15
H -1.59 3.96 3.27 0.13
H -2.43 1.97 1.65 0.12
```

Summary:
Spin multiplicity = 9
Max |F| = 2.9 eV/Å
LUMO level (spin up / spin down) = -6.661 / -9.968 eV
HOMO (spin up / spin down) = -0.5805 / -0.5753 Ha
Expectation value of S² = 20.3146
ΔE to the lowest compared entry with this formula, charge and spin = 15.0 kcal/mol
Charge = +2

***

# C9H30BeNO7

C9H30BeNO7 as an isolated structure in a non-equilibrium geometry (the ωB97M-V functional and the def2-TZVPD basis, OMol25).

XYZ file:
```
48
Properties=species:S:1:pos:R:3:lowdin_charge:R:1
Be 0.14 -19.85 5.91 0.02
C 0.69 -21.91 2.05 0.00
C 1.87 -21.39 3.00 -0.40
C 3.24 -21.38 2.26 -0.15
C 3.35 -20.29 1.26 -0.19
C 3.20 -18.98 1.99 -0.16
C 1.93 -18.75 2.83 -0.40
N 1.51 -20.04 3.48 -0.07
O 0.34 -19.88 4.35 -0.28
C 0.90 -18.26 1.76 -0.02
C 2.28 -17.61 3.88 -0.01
C 2.09 -22.34 4.25 -0.03
H 0.65 -21.30 1.15 0.06
H -0.32 -21.95 2.46 0.07
H 0.83 -22.96 1.78 0.07
H 3.33 -22.32 1.73 0.13
H 4.01 -21.31 3.04 0.12
H 2.55 -20.49 0.55 0.11
H 4.32 -20.36 0.77 0.13
H 3.30 -18.21 1.23 0.12
H 4.11 -18.76 2.56 0.12
H -0.13 -18.26 2.12 0.07
H 0.82 -18.96 0.92 0.07
H 1.07 -17.26 1.38 0.09
H 3.00 -17.82 4.67 0.09
H 1.50 -17.32 4.58 0.04
H 2.52 -16.65 3.42 0.09
H 2.97 -22.05 4.84 0.09
H 2.29 -23.38 4.00 0.11
H 1.24 -22.35 4.93 0.03
O 0.69 -18.57 7.23 0.00
H -0.01 -18.30 7.83 0.09
H 1.21 -17.77 7.09 0.11
O -1.21 -19.54 7.20 0.00
H -0.82 -19.70 8.06 0.11
H -2.15 -19.52 7.37 0.13
O 1.85 -20.44 5.94 0.00
H 2.29 -21.14 6.41 0.10
H 1.92 -20.68 5.02 0.01
O -1.58 -20.08 5.24 -0.02
H -2.39 -20.55 5.46 0.11
H -1.88 -19.30 4.77 0.11
O -0.07 -18.20 5.34 -0.07
H -0.07 -17.31 5.68 0.11
H -0.58 -18.14 4.53 0.10
O 0.00 -21.74 5.85 0.00
H -0.89 -22.05 5.68 0.11
H 0.52 -22.54 5.90 0.09
```

Summary:
Max |F| = 7.4 eV/Å
LUMO level = -3.401 eV
HOMO = -0.3618 Ha
ΔE to the lowest compared entry with this formula, charge and spin = 0.0 kcal/mol
Charge = +1

***

# C9H30BrClN13O5

A 6-piece molecular cluster, C9H30BrClN13O5 overall in a non-equilibrium geometry (the ωB97M-V functional and the def2-TZVPD basis, OMol25).

XYZ file:
```
59
Properties=species:S:1:pos:R:3:lowdin_charge:R:1
C 0.17 -0.67 0.81 -0.11
C 0.23 -2.16 0.60 -0.68
Cl 1.17 -2.63 -0.86 0.62
C -1.13 -2.86 0.60 -0.28
N -2.16 -2.11 -0.16 -0.47
Br -3.26 -3.21 -1.22 0.87
C -2.94 -1.22 0.59 -0.49
N -3.50 -1.54 1.74 0.28
N -3.18 0.02 0.07 0.17
H 0.14 -0.45 1.88 0.05
H -0.63 -0.19 0.26 0.03
H 1.09 -0.24 0.44 0.08
H 0.78 -2.56 1.44 0.10
H -1.39 -3.11 1.62 0.12
H -1.00 -3.81 0.09 0.08
H -3.10 -2.35 2.20 0.14
H -3.49 -0.72 2.40 0.12
H -3.74 0.06 -0.77 0.13
H -2.87 0.86 0.53 0.11
C 5.95 -3.39 -2.10 -0.69
O 7.05 -3.81 -2.42 0.04
N 5.54 -3.28 -0.80 0.14
N 5.01 -3.01 -3.03 0.14
H 4.64 -2.95 -0.53 0.07
H 6.20 -3.56 -0.09 0.10
H 5.27 -3.07 -4.00 0.10
H 4.10 -2.66 -2.79 0.07
C -1.50 0.95 -3.35 -0.68
O -2.40 1.75 -3.17 0.02
N -1.10 0.11 -2.35 0.16
N -0.83 0.84 -4.53 0.16
H -0.37 -0.58 -2.43 0.07
H -1.59 0.18 -1.48 0.03
H -1.10 1.45 -5.28 0.11
H -0.09 0.18 -4.68 0.10
C -3.56 1.89 3.61 -0.64
O -2.99 0.81 3.39 -0.03
N -3.48 2.49 4.81 0.18
N -4.30 2.52 2.67 0.18
H -3.93 3.36 5.03 0.12
H -2.95 2.03 5.53 0.11
H -4.39 2.09 1.77 0.10
H -4.77 3.39 2.83 0.12
C 2.00 3.04 -5.24 -0.68
O 1.13 2.99 -6.09 0.02
N 1.88 2.40 -4.03 0.15
N 3.17 3.72 -5.42 0.15
H 2.57 2.42 -3.31 0.09
H 1.02 1.89 -3.88 0.05
H 3.29 4.20 -6.30 0.11
H 3.90 3.77 -4.74 0.09
C 0.76 0.60 4.57 -0.65
O 0.93 0.02 3.50 0.00
N -0.34 1.38 4.78 0.16
N 1.63 0.50 5.61 0.17
H -0.51 1.86 5.65 0.09
H -1.00 1.47 4.03 0.07
H 2.44 -0.08 5.47 0.11
H 1.51 0.96 6.48 0.10
```

Summary:
Max |F| = 2.9 eV/Å
LUMO level = -4.840 eV
HOMO = -0.4192 Ha
Charge = +1

***

# C9H30F2N15O9P

A 8-piece molecular cluster, C9H30F2N15O9P overall in a non-equilibrium geometry (the ωB97M-V functional and the def2-TZVPD basis, OMol25).

XYZ file:
```
66
Properties=species:S:1:pos:R:3:lowdin_charge:R:1
O -2.90 2.63 -3.72 0.14
C -2.06 2.25 -4.48 -0.56
F -2.21 2.46 -5.79 0.14
N -0.87 1.55 -4.19 -0.19
P -0.84 0.61 -2.69 0.96
C 0.26 2.37 -4.34 -0.57
O 0.77 2.62 -5.40 0.17
F 0.76 2.88 -3.23 0.10
H -1.29 -0.68 -3.00 -0.08
H -1.75 1.21 -1.81 -0.06
C -0.47 5.96 -1.46 -0.68
O -0.86 5.05 -0.74 0.03
N 0.40 5.75 -2.50 0.15
N -0.88 7.25 -1.29 0.14
H 0.72 6.48 -3.10 0.09
H 0.71 4.81 -2.65 0.07
H -1.52 7.44 -0.54 0.10
H -0.58 8.01 -1.87 0.09
C 1.27 -1.24 0.04 -0.67
O 0.44 -1.34 -0.87 -0.09
N 2.61 -1.20 -0.21 0.15
N 0.91 -1.15 1.35 0.15
H 3.30 -1.12 0.50 0.08
H 2.90 -1.27 -1.16 0.09
H -0.06 -1.16 1.56 0.07
H 1.56 -1.06 2.11 0.07
C 0.37 -1.06 5.15 -0.66
O 0.50 -1.05 3.92 -0.02
N 1.46 -1.12 5.97 0.16
N -0.84 -1.02 5.75 0.17
H 1.40 -1.15 6.97 0.10
H 2.36 -1.15 5.54 0.10
H -1.66 -1.00 5.16 0.06
H -0.95 -1.03 6.75 0.10
C 2.58 -4.72 5.42 -0.68
O 2.74 -4.04 6.42 0.01
N 1.94 -4.25 4.31 0.17
N 3.02 -6.01 5.34 0.14
H 1.79 -4.79 3.48 0.09
H 1.59 -3.30 4.34 0.07
H 3.50 -6.39 6.13 0.10
H 2.90 -6.59 4.53 0.09
C -6.49 4.16 -6.01 -0.69
O -7.61 4.63 -5.93 0.02
N -5.78 3.73 -4.92 0.16
N -5.84 4.00 -7.21 0.14
H -4.86 3.34 -4.97 0.06
H -6.22 3.83 -4.03 0.10
H -6.33 4.30 -8.04 0.10
H -4.92 3.61 -7.30 0.09
C -3.34 -2.15 2.77 -0.66
O -2.90 -1.59 3.77 0.02
N -4.68 -2.24 2.51 0.15
N -2.52 -2.73 1.85 0.17
H -5.06 -2.69 1.71 0.09
H -5.30 -1.82 3.18 0.10
H -1.53 -2.69 2.02 0.09
H -2.85 -3.19 1.02 0.10
C 6.14 -2.65 -0.69 -0.66
O 5.03 -2.17 -0.52 0.02
N 6.33 -3.97 -0.98 0.15
N 7.28 -1.90 -0.61 0.15
H 7.23 -4.39 -1.12 0.09
H 5.51 -4.55 -1.04 0.10
H 7.18 -0.93 -0.40 0.10
H 8.20 -2.27 -0.75 0.09
```

Summary:
SMILES = O=C(F)N(P)C(=O)F.NC(N)=O.NC(N)=O.NC(N)=O.NC(N)=O.NC(N)=O.NC(N)=O.NC(N)=O
Max |F| = 2.9 eV/Å
LUMO level = 0.368 eV
HOMO = -0.3191 Ha
Charge = 0

***

# C9H30NO8P2

A 4-piece molecular cluster, C9H30NO8P2 overall in a non-equilibrium geometry (the ωB97M-V functional and the def2-TZVPD basis, OMol25).

XYZ file:
```
50
Properties=species:S:1:pos:R:3:lowdin_charge:R:1
O 3.86 1.04 4.59 -0.06
N 3.53 1.69 3.60 -0.14
O 2.79 0.87 2.80 -0.45
P 1.08 1.10 3.09 0.28
P -1.06 1.47 3.53 0.56
O -1.78 1.88 2.18 -0.49
O -1.81 0.13 4.37 -0.30
O -1.06 2.91 4.57 -0.33
H 0.79 1.37 1.68 -0.03
H 1.34 2.54 3.26 -0.04
H 1.25 0.86 4.51 -0.03
H 0.85 -0.29 2.80 -0.04
H -1.57 -0.75 3.95 0.07
H -0.74 3.63 3.92 0.07
C 4.12 -1.35 -0.79 -0.07
C 2.67 -0.92 -0.92 -0.49
C 2.46 -0.03 -2.14 -0.08
O 2.28 -0.21 0.25 -0.09
H 4.78 -0.48 -0.66 0.08
H 4.26 -1.97 0.10 0.08
H 4.45 -1.91 -1.67 0.07
H 2.03 -1.80 -1.00 0.14
H 3.06 0.88 -2.06 0.08
H 1.42 0.28 -2.22 0.08
H 2.74 -0.55 -3.06 0.06
H 2.84 0.58 0.33 0.08
C 1.97 2.30 -5.68 -0.06
C 2.00 0.84 -6.10 -0.50
C 1.23 0.63 -7.40 -0.07
O 1.42 0.04 -5.08 -0.07
H 0.95 2.64 -5.50 0.08
H 2.52 2.44 -4.74 0.08
H 2.43 2.94 -6.44 0.08
H 3.03 0.51 -6.23 0.14
H 0.18 0.91 -7.28 0.08
H 1.24 -0.42 -7.69 0.08
H 1.66 1.22 -8.21 0.08
H 0.49 0.33 -4.96 0.10
C -6.15 -1.43 2.63 -0.07
C -4.96 -2.31 2.96 -0.50
C -5.15 -3.03 4.28 -0.07
O -3.78 -1.50 3.03 -0.07
H -6.29 -0.66 3.39 0.08
H -5.99 -0.90 1.68 0.08
H -7.07 -2.02 2.55 0.07
H -4.81 -3.04 2.16 0.14
H -5.26 -2.32 5.11 0.08
H -4.28 -3.65 4.51 0.08
H -6.04 -3.67 4.25 0.07
H -3.91 -0.85 3.74 0.08
```

Summary:
Max |F| = 4.6 eV/Å
LUMO level = 2.460 eV
HOMO = -0.1542 Ha
Charge = -1

***

# C9H31AgO7

C9H31AgO7 as an isolated structure (the ωB97M-V functional and the def2-TZVPD basis, OMol25).

XYZ file:
```
48
Properties=species:S:1:pos:R:3:lowdin_charge:R:1
Ag 0.43 -0.08 -0.23 0.86
C -2.37 0.47 2.52 -0.04
C -2.53 0.30 1.02 -0.55
C -3.91 0.65 0.50 -0.04
O -1.55 0.93 0.29 -0.07
H -2.99 -0.26 3.06 0.09
H -2.69 1.47 2.84 0.09
H -1.34 0.34 2.84 0.06
H -2.36 -0.78 0.79 0.15
H -4.04 0.34 -0.54 0.08
H -4.08 1.73 0.53 0.09
H -4.67 0.16 1.10 0.09
C -1.50 -2.15 -2.28 -0.12
O -0.10 -2.06 -1.96 -0.17
H -1.74 -3.07 -2.81 0.09
H -2.08 -2.09 -1.36 0.07
H -1.77 -1.30 -2.92 0.07
H 0.34 -2.85 -2.29 0.09
C 3.42 -1.66 -0.67 -0.12
O 2.70 -0.51 -1.11 -0.17
H 4.21 -1.37 0.02 0.09
H 2.71 -2.31 -0.16 0.07
H 3.86 -2.21 -1.50 0.09
H 3.09 -0.20 -1.93 0.08
C 1.41 1.36 2.62 -0.13
O 1.76 0.24 1.80 -0.18
H 2.21 2.09 2.64 0.09
H 0.53 1.81 2.16 0.06
H 1.17 1.05 3.64 0.09
H 2.47 -0.23 2.25 0.09
C 0.21 -2.61 2.30 -0.12
O 0.07 -2.17 0.95 -0.19
H -0.62 -3.24 2.60 0.09
H 1.14 -3.17 2.45 0.09
H 0.22 -1.72 2.93 0.07
H -0.10 -2.94 0.39 0.08
C 0.94 3.53 -0.39 -0.13
O 1.66 2.30 -0.37 -0.17
H 1.45 4.28 -1.01 0.09
H -0.03 3.32 -0.82 0.07
H 0.82 3.94 0.61 0.08
H 2.59 2.49 -0.23 0.09
C 0.44 0.98 -3.63 -0.11
O -0.16 0.97 -2.34 -0.19
H -0.08 0.31 -4.32 0.08
H 0.45 1.99 -4.05 0.09
H 1.46 0.64 -3.52 0.07
H -1.06 1.31 -2.41 0.09
```

Summary:
Spin multiplicity = 2
Max |F| = 0.7 eV/Å
LUMO level (spin up / spin down) = -2.235 / -4.724 eV
HOMO (spin up / spin down) = -0.4640 / -0.4571 Ha
Expectation value of S² = 0.7564
ΔE to the lowest compared entry with this formula, charge and spin = 0.0 kcal/mol
Charge = +1

***

# C9H31NO7

A 7-piece molecular cluster, C9H31NO7 overall in a non-equilibrium geometry (the ωB97M-V functional and the def2-TZVPD basis, OMol25).

XYZ file:
```
48
Properties=species:S:1:pos:R:3:lowdin_charge:R:1
O 21.56 -18.94 -7.02 -0.03
H 21.99 -18.49 -7.75 0.06
H 20.87 -18.34 -6.74 0.04
O 24.09 -20.33 -4.82 -0.04
H 24.47 -19.50 -4.53 0.04
H 23.29 -20.43 -4.30 0.04
O 22.69 -24.24 -5.68 -0.06
H 22.41 -23.34 -5.85 -0.02
H 22.04 -24.78 -6.13 0.02
O 24.82 -20.44 -7.99 -0.06
H 24.49 -20.57 -7.10 -0.02
H 25.01 -21.32 -8.32 0.03
O 22.20 -21.73 -7.12 -0.07
H 22.10 -20.79 -6.95 -0.02
H 21.31 -22.08 -7.06 -0.04
O 19.92 -22.83 -7.67 -0.03
H 19.34 -22.96 -8.42 0.07
H 19.35 -22.87 -6.91 0.02
C 16.65 -20.53 -4.32 -0.03
C 17.71 -21.25 -5.11 -0.49
C 18.82 -21.78 -4.15 -0.12
C 18.35 -23.05 -3.41 -0.17
C 17.87 -24.16 -4.36 -0.14
C 16.76 -23.72 -5.32 -0.48
N 17.16 -22.40 -5.91 -0.13
O 16.24 -21.99 -6.83 -0.01
C 16.78 -24.80 -6.41 -0.05
C 15.41 -23.73 -4.58 -0.02
C 18.35 -20.27 -6.09 -0.04
H 16.94 -19.48 -4.32 0.09
H 15.71 -20.71 -4.84 0.08
H 16.29 -20.95 -3.38 0.08
H 19.78 -22.00 -4.62 0.11
H 19.07 -20.97 -3.47 0.12
H 19.13 -23.57 -2.86 0.11
H 17.56 -22.70 -2.75 0.10
H 17.44 -24.89 -3.68 0.12
H 18.79 -24.65 -4.70 0.12
H 15.99 -24.79 -7.16 0.08
H 16.42 -25.77 -6.09 0.08
H 17.76 -24.97 -6.86 0.08
H 15.50 -23.15 -3.66 0.07
H 15.12 -24.71 -4.21 0.09
H 14.60 -23.33 -5.18 0.09
H 19.13 -20.69 -6.73 0.06
H 17.64 -19.86 -6.80 0.09
H 18.83 -19.39 -5.65 0.08
H 16.73 -21.94 -7.65 0.11
```

Summary:
SMILES = CC1(C)CCCC(C)(C)N1O.O.O.O.O.O.O
Max |F| = 2.9 eV/Å
LUMO level = 0.227 eV
HOMO = -0.3257 Ha
ΔE to the lowest compared entry with this formula, charge and spin = 31.9 kcal/mol
Charge = 0